# 1
Formula: C3H5NO
Source: the Open Molecules 2025 dataset
Level of theory: wB97M-V/def2-TZVPD

Last column: Mulliken charge in e.
Cartesian coordinates (Å):
C -0.42656 0.18954 0.62956  -0.20
C 0.81747 0.24460 0.04058  -0.17
C 1.95791 -0.42514 -0.05983  -0.74
O -2.54291 0.39480 -0.41926  -0.41
N -1.20596 0.82817 -0.26380  -0.12
H -2.55977 -0.56837 -0.30406  0.34
H -0.80475 -0.15491 1.58830  0.44
H -0.12378 0.93774 -0.95976  0.38
H 2.09133 -1.41639 0.36967  0.23
H 2.79701 -0.03005 -0.62139  0.24

Properties
- Energy: -6723.7290 eV
- LUMO: 0.05 eV


# 2
Formula: C5H16N2O
Source: the Open Molecules 2025 dataset
Level of theory: wB97M-V/def2-TZVPD

Last column: Löwdin spin population.
Cartesian coordinates (Å):
C -0.20090 1.27149 -0.81531  0.01
N 1.22410 0.89757 -0.62056  0.17
C 1.15219 -0.37899 0.12745  0.01
C -1.81134 -0.88334 0.57152  -0.03
C -1.10096 -2.08049 0.53006  -0.01
N 0.54619 -3.22331 0.15340  0.01
C -0.15802 2.70634 -1.44219  0.00
H -0.70838 1.42672 0.10588  0.00
H -0.78331 0.42802 -1.31051  0.00
H 1.90941 -0.53176 0.96924  0.00
H 0.13925 -0.36100 0.63158  0.00
H 1.46481 -1.21051 -0.52220  0.00
H -1.98982 -0.32852 1.49990  0.00
H -2.60479 -0.79458 -0.14218  0.00
H -0.62740 -2.35285 1.51645  0.00
H -1.38166 -2.88518 -0.13797  0.00
H 0.48989 -3.74780 -0.67888  0.00
H 0.58888 -3.82341 0.94652  0.00
H 0.61029 3.19404 -0.90073  0.00
H 0.22299 2.67011 -2.52368  0.00
H -1.05336 3.19188 -1.39823  0.00
H 1.56337 2.80453 1.98248  0.01
H 1.57761 1.55932 0.12845  0.01
O 0.93098 2.45171 1.32951  0.81

Properties
- Energy: -10454.4810 eV
- LUMO (alpha / beta): -7.90 / -7.96 eV
- Charge: +1
- Multiplicity: 2


# 3
Formula: C4H7FeLiO2
Source: the Open Molecules 2025 dataset
Level of theory: wB97M-V/def2-TZVPD

Last column: Löwdin spin population.
Cartesian coordinates (Å):
H 3.10470 1.45105 0.18200  0.50
C 3.55494 2.08026 -2.56750  0.31
C 2.78118 1.46802 -1.42262  0.27
C 1.81077 2.57712 -1.50984  0.46
C 2.28341 3.99065 -1.45602  0.11
O 3.65943 3.94256 -1.48450  0.27
O 4.85364 2.07229 -2.58039  0.15
Li 6.62174 1.53265 -2.78576  0.01
Fe 5.47004 3.57545 -1.43253  3.69
H 3.11766 1.94796 -3.56990  0.02
H 1.96988 0.29515 -1.83198  0.05
H 3.37233 0.62602 -1.05625  0.11
H 0.80521 2.38948 -1.88954  0.01
H 1.94440 4.44112 -0.50077  0.03
H 1.96190 4.55126 -2.35733  0.02

Properties
- Energy: -42920.8047 eV
- LUMO (alpha / beta): -10.43 / -10.68 eV
- Charge: +2
- Multiplicity: 7


# 4
Formula: C3H3NO4
Source: the Open Molecules 2025 dataset
Level of theory: wB97M-V/def2-TZVPD

Last column: Mulliken charge in e.
Cartesian coordinates (Å):
C 0.73720 0.68794 0.04890  0.16
C -1.47299 -0.06955 -0.00111  0.46
C 0.78734 -0.69179 -0.02420  0.58
H 1.38520 2.52470 -0.33040  0.35
H -1.12364 1.92191 1.14515  0.36
H 2.66163 -1.26751 0.34507  0.38
N -0.59010 0.98946 0.21322  -0.33
O 1.69300 1.59027 -0.20184  -0.52
O -2.70599 -0.02897 -0.13933  -0.56
O -0.56538 -1.16491 -0.07876  -0.33
O 1.69065 -1.60450 0.07069  -0.55

Properties
- Energy: -12836.0241 eV
- LUMO: -0.24 eV


# 5
Formula: C47H44N2O3
Source: the Open Molecules 2025 dataset
Level of theory: wB97M-V/def2-TZVPD

Last column: Mulliken charge in e.
Cartesian coordinates (Å):
C 2.29816 1.42140 3.99884  -0.85
C 1.41052 2.63492 3.92647  -0.40
O 0.05269 2.17769 4.03274  -0.15
C -0.82087 3.21543 4.02171  -0.18
C -2.22503 2.72894 4.06798  0.68
C -3.22106 3.77817 4.08253  0.16
O -3.03140 4.87995 3.57666  -0.75
C -4.60845 3.47298 4.71178  -0.79
C -5.43556 2.59297 3.78747  -0.73
C -4.77301 1.25055 3.47344  -0.44
C -3.85100 0.74532 4.59016  -0.99
C -2.44627 1.38415 4.62901  -0.15
O -0.43599 4.37488 4.04619  -0.69
H 3.34667 1.72315 3.88759  0.25
H 2.17981 0.91685 4.96818  0.35
H 2.05234 0.71494 3.19534  0.18
H 1.63354 3.34260 4.73599  0.36
H 1.53264 3.16346 2.96914  0.22
H -4.48510 3.01006 5.69928  0.31
H -5.13888 4.42223 4.84821  0.38
H -6.42343 2.42716 4.23982  0.32
H -5.60411 3.14255 2.85240  0.29
H -5.55829 0.50478 3.28430  0.40
H -4.20083 1.34898 2.54345  0.21
H -4.32045 0.88735 5.57071  0.40
H -3.71300 -0.33668 4.47298  0.43
H -1.73249 0.67921 4.16070  0.15
H -2.14668 1.44629 5.70039  0.04
C -3.31657 -2.10146 -8.16197  -0.41
C -4.36420 -1.46478 -7.48295  -0.70
C -4.43732 -1.54436 -6.09651  -0.23
C -3.44824 -2.24152 -5.39689  0.29
N -3.50907 -2.25200 -3.97888  0.76
C -4.06718 -3.40011 -3.36143  0.39
C -3.26942 -4.52831 -3.18613  -0.10
C -3.81902 -5.66434 -2.59386  -0.72
C -5.15713 -5.66124 -2.18473  -0.43
C -5.95330 -4.52701 -2.38504  -0.68
C -5.41248 -3.39644 -2.99299  -0.26
C -2.67019 -1.41725 -3.21153  0.46
C -3.28874 -0.46206 -2.39076  -0.32
C -2.52610 0.41030 -1.65496  -1.49
C -1.11048 0.26032 -1.58452  1.06
C -0.40698 1.10938 -0.69515  -0.47
C 0.96069 0.98000 -0.35340  0.67
C 1.72533 2.14436 -0.03503  -1.23
C 3.07893 2.05199 0.20115  -0.47
C 3.68225 0.78557 0.32228  1.17
N 5.00376 0.71338 0.74341  1.12
C 5.51999 -0.47157 1.34019  -0.38
C 6.04517 -1.48273 0.53945  0.05
C 6.40667 -2.69322 1.13377  -0.67
C 6.31236 -2.85114 2.52016  -0.49
C 5.88767 -1.78492 3.32179  -0.72
C 5.51022 -0.58163 2.73338  -0.14
C 5.95257 1.65395 0.26046  -0.43
C 6.42713 2.65745 1.10733  0.03
C 7.38253 3.55218 0.62788  -0.67
C 7.89183 3.40689 -0.66744  -0.45
C 7.43775 2.37020 -1.49054  -0.80
C 6.45931 1.49215 -1.02966  -0.09
C 2.93246 -0.38239 0.09418  -0.52
C 1.61374 -0.28329 -0.29498  -1.19
C -0.50136 -0.70424 -2.45001  -1.00
C -1.27822 -1.53081 -3.24476  -0.27
C -2.44653 -2.93862 -6.06130  0.05
C -2.37228 -2.85086 -7.45348  -0.85
H -3.24197 -2.01427 -9.24917  0.36
H -5.12261 -0.90021 -8.02326  0.37
H -5.23763 -1.07701 -5.51587  0.35
H -2.23444 -4.49175 -3.53404  0.20
H -3.19181 -6.54418 -2.45901  0.37
H -5.58385 -6.54992 -1.71187  0.36
H -6.99690 -4.51371 -2.07359  0.37
H -5.99661 -2.49522 -3.19855  0.30
H -4.37654 -0.41322 -2.40151  0.41
H -2.98715 1.21534 -1.08889  0.40
H -0.94520 1.98183 -0.31014  0.49
H 1.22854 3.11212 -0.03717  0.42
H 3.70262 2.94056 0.32546  0.49
H 6.13700 -1.31109 -0.53546  0.29
H 6.75242 -3.50975 0.50200  0.38
H 6.57719 -3.80624 2.98132  0.38
H 5.84072 -1.88343 4.40533  0.40
H 5.20018 0.28803 3.31940  0.25
H 6.02899 2.71309 2.12457  0.39
H 7.72600 4.35738 1.27575  0.40
H 8.65235 4.10016 -1.03586  0.38
H 7.83928 2.23275 -2.49337  0.38
H 6.08658 0.66370 -1.63709  0.36
H 3.42294 -1.35109 0.17344  0.49
H 1.06083 -1.19034 -0.54038  0.76
H 0.58312 -0.79356 -2.50170  0.69
H -0.82648 -2.28140 -3.89408  0.19
H -1.74165 -3.53211 -5.47507  0.13
H -1.56591 -3.36855 -7.97120  0.37

Properties
- Energy: -58571.4972 eV
- LUMO: -3.00 eV


# 6
Formula: C2H2FOTl
Source: the Open Molecules 2025 dataset
Level of theory: wB97M-V/def2-TZVPD

Last column: Löwdin spin population.
Cartesian coordinates (Å):
H -0.31445 -1.27939 0.93397  0.01
C -0.59030 -0.84317 -0.02910  0.25
C -1.59566 0.10615 -0.04072  0.06
O -2.26206 1.01751 -0.03251  0.09
Tl 3.36414 1.27287 0.07354  0.46
F 1.62732 0.93948 0.08638  0.12
H -0.22899 -1.21345 -0.99155  0.01

Properties
- Energy: -11519.5233 eV
- LUMO (alpha / beta): -21.24 / -19.45 eV
- Charge: +3
- Multiplicity: 2


# 7
Formula: C32H55BaN4OP2
Source: the Open Molecules 2025 dataset
Level of theory: wB97M-V/def2-TZVPD

Last column: Mulliken charge in e.
Cartesian coordinates (Å):
C -1.08059 -2.16721 -1.30575  -0.06
C 1.11007 -1.42070 -0.88570  0.35
C -0.63830 -3.27764 -2.02890  -0.91
C 1.59790 -2.60570 -1.51122  -1.20
C 0.73520 -3.52790 -2.07118  -0.92
H -1.36937 -3.91289 -2.52123  0.48
H 2.67473 -2.76733 -1.48945  0.50
H 1.11720 -4.43986 -2.52641  0.41
N -0.25380 -1.31096 -0.68597  1.07
P -3.02190 -0.90229 0.23397  0.68
P 2.74168 1.05078 0.02543  0.46
C -2.58475 -1.85868 -1.27266  -1.14
H -2.82726 -1.26509 -2.16826  0.61
H -3.17307 -2.78087 -1.37866  0.33
C -0.28956 3.51520 2.84766  0.15
O -0.35610 4.63345 3.09994  -0.12
C 2.12468 -0.52622 -0.38253  -0.91
H 2.98753 -1.15443 -0.07896  0.04
C 3.95537 1.31492 -1.48232  2.26
C 3.68811 0.86678 1.74458  2.23
C -4.26560 0.45166 -0.29926  2.22
C -3.67173 -2.30917 1.33302  1.80
C 3.77654 2.80588 -1.80468  -1.65
H 4.13414 3.44160 -0.98117  0.38
H 4.33930 3.07671 -2.71005  0.46
H 2.71590 3.03650 -1.96736  0.12
C 5.41951 0.99023 -1.19275  -2.02
H 5.84072 1.56545 -0.35993  0.36
H 5.56584 -0.08333 -1.01542  0.41
H 6.00495 1.24376 -2.09064  0.51
C 3.51099 0.42846 -2.64999  -1.44
H 4.03743 0.74541 -3.56298  0.64
H 3.75265 -0.62712 -2.47639  0.29
H 2.43141 0.50772 -2.81920  -0.10
C 4.32794 2.23970 2.02470  -1.72
H 3.56973 3.03367 2.07710  0.30
H 4.85009 2.21008 2.99233  0.51
H 5.06644 2.53016 1.26517  0.29
C 2.65179 0.54333 2.83688  -1.38
H 1.90623 1.34975 2.97440  -0.16
H 2.14712 -0.42504 2.67832  -0.03
H 3.17211 0.45274 3.80304  0.61
C 4.74388 -0.24194 1.75258  -1.90
H 5.51155 -0.12382 0.98284  0.28
H 5.26343 -0.20850 2.72328  0.58
H 4.30249 -1.24211 1.65807  0.26
C -4.11581 -1.72549 2.68468  -1.47
H -4.50806 -2.55028 3.29737  0.48
H -3.28193 -1.26653 3.23862  0.09
H -4.91019 -0.97332 2.58332  0.25
C -2.50292 -3.28469 1.56215  -1.77
H -2.16865 -3.76552 0.63285  0.30
H -1.63611 -2.79717 2.03238  0.09
H -2.84505 -4.07712 2.24454  0.62
C -4.83336 -3.05161 0.66120  -1.70
H -5.08256 -3.91929 1.28902  0.53
H -5.73199 -2.43200 0.57822  0.38
H -4.58078 -3.43389 -0.33417  0.25
C -4.08923 0.77656 -1.78649  -2.45
H -4.43330 -0.04381 -2.42588  0.41
H -4.70228 1.65610 -2.02900  0.60
H -3.04902 1.01497 -2.03847  0.26
C -3.94170 1.71202 0.54438  -1.69
H -2.94058 2.12371 0.31427  0.15
H -4.67715 2.49663 0.30127  0.52
H -3.99930 1.52123 1.63097  0.29
C -5.71025 0.01627 -0.05498  -1.94
H -5.97730 -0.84831 -0.67346  0.38
H -5.91888 -0.20338 1.00012  0.33
H -6.36880 0.84624 -0.35271  0.53
Ba -0.35709 0.40194 1.60860  1.79
N 0.20404 1.48423 -0.71498  0.14
C 0.68686 1.56124 -1.80447  -0.78
C 0.37332 2.34072 -3.15159  2.41
C 1.32157 2.06659 -4.30402  -1.98
C -1.03699 1.97471 -3.58534  -1.86
C 0.38747 3.83390 -2.83328  -1.62
H 2.34737 2.36042 -4.07737  0.23
H 1.30082 1.02023 -4.61395  0.43
H 0.99756 2.66675 -5.16171  0.57
H -1.75565 2.32785 -2.83959  0.34
H -1.26191 2.45476 -4.54772  0.53
H -1.16320 0.89307 -3.69798  0.36
H 0.08386 4.39336 -3.72799  0.45
H -0.31036 4.04209 -2.01370  0.28
H 1.37082 4.18796 -2.51485  0.44
N -0.26378 -1.70706 5.46915  0.00
C 0.39576 -2.88643 5.12387  -0.64
C 0.58777 -2.82096 3.77788  -0.49
N 0.06155 -1.62753 3.29099  0.13
C -0.44499 -0.98477 4.35243  -0.71
H -0.55353 -1.44296 6.40607  0.25
H 0.66316 -3.64228 5.84603  0.43
H 1.06251 -3.54478 3.12468  0.44
H -0.93435 0.00048 4.35436  0.48

Properties
- Energy: -61349.1068 eV
- LUMO: -2.72 eV
- Charge: +1